{"formula": "C23H53NO11P2S", "method": "wB97M-V/def2-TZVPD", "species": ["C", "N", "C", "C", "C", "C", "C", "C", "C", "C", "C", "C", "O", "S", "O", "O", "H", "H", "H", "H", "H", "H", "H", "H", "H", "H", "H", "H", "H", "H", "H", "H", "H", "H", "H", "H", "H", "H", "H", "C", "C", "O", "P", "O", "O", "C", "C", "O", "C", "C", "H", "H", "H", "H", "H", "H", "H", "H", "H", "H", "H", "H", "H", "H", "H", "C", "C", "O", "P", "O", "O", "C", "C", "O", "C", "C", "H", "H", "H", "H", "H", "H", "H", "H", "H", "H", "H", "H", "H", "H", "H"], "positions_angstrom": [[2.85997, -0.87614, -1.93909], [2.53838, 0.40660, -1.29656], [2.42106, 0.22456, 0.16502], [1.15697, 0.89498, 0.74271], [0.61676, 0.00437, 1.87720], [0.05570, -1.37987, 1.44726], [-0.35770, -1.56678, -0.02017], [-1.82066, -1.19671, -0.36976], [-2.83832, -1.85088, 0.57672], [-2.06575, 0.30181, -0.57678], [-0.36669, 0.81368, 2.75551], [0.39805, 1.85374, 3.62317], [1.70291, 2.18151, 3.09785], [1.65553, 2.46009, 1.52797], [0.65087, 3.45738, 1.27067], [2.94052, 2.88317, 1.08573], [2.18101, -1.68443, -1.62916], [2.75974, -0.79009, -3.02298], [3.87883, -1.14749, -1.65682], [1.61397, 0.63384, -1.64898], [3.32502, 0.54934, 0.68303], [2.35475, -0.86130, 0.33018], [0.41999, 1.13338, -0.02189], [1.47308, -0.18381, 2.53585], [0.84508, -2.11159, 1.64775], [-0.74170, -1.63804, 2.14710], [-0.29242, -2.64466, -0.21690], [0.30734, -1.09613, -0.74595], [-2.00104, -1.66787, -1.34550], [-2.47758, -2.87279, 0.75485], [-3.80679, -1.96889, 0.08965], [-2.90549, -1.35517, 1.54644], [-1.83173, 0.92367, 0.28727], [-3.13927, 0.43335, -0.75775], [-1.57830, 0.65671, -1.48917], [-1.08480, 1.38830, 2.17087], [-0.84953, 0.13413, 3.45927], [0.47314, 1.50291, 4.64922], [-0.17777, 2.78184, 3.60184], [-0.70360, 6.14380, 0.31802], [-1.80904, 5.19130, 0.73115], [-3.11556, 5.76388, 0.56655], [-3.69604, 5.97521, -0.93621], [-3.87851, 4.60056, -1.47108], [-5.25859, 6.36809, -0.61531], [-6.33276, 5.73616, -1.31230], [-6.97466, 4.67146, -0.44540], [-3.26564, 7.52343, -1.12449], [-3.89207, 8.63124, -0.46475], [-3.67927, 8.68551, 1.03080], [-0.74914, 6.35625, -0.75415], [0.26975, 5.71301, 0.54168], [-0.79376, 7.09759, 0.83914], [-1.74373, 4.25530, 0.17296], [-1.70753, 4.95163, 1.78874], [-5.99385, 5.31964, -2.25950], [-7.06400, 6.51342, -1.54676], [-6.22476, 4.01282, -0.00854], [-7.67865, 4.07055, -1.02341], [-7.51326, 5.13320, 0.38418], [-4.94936, 8.68403, -0.71430], [-3.43407, 9.51568, -0.91220], [-4.24924, 7.91443, 1.54678], [-4.00748, 9.65426, 1.41181], [-2.62828, 8.55109, 1.28426], [5.98211, -6.44033, 1.26594], [5.72878, -5.45378, 0.14047], [4.67683, -5.88105, -0.72949], [3.14093, -5.84593, -0.19026], [2.84050, -4.40119, -0.00327], [2.31658, -6.13652, -1.57881], [1.20527, -5.31858, -1.94550], [1.61330, -4.32078, -3.00936], [3.03958, -7.38588, 0.28657], [2.95909, -8.51338, -0.59929], [4.20704, -8.77846, -1.40946], [5.11945, -6.50677, 1.93384], [6.84723, -6.13322, 1.85439], [6.16346, -7.44033, 0.87300], [5.50039, -4.46173, 0.53898], [6.62180, -5.36358, -0.47725], [0.78740, -4.81535, -1.07440], [0.42904, -5.98099, -2.33513], [2.53258, -3.80271, -2.73836], [0.82549, -3.58142, -3.16775], [1.80648, -4.82800, -3.95615], [2.08234, -8.44183, -1.23838], [2.78298, -9.36829, 0.05623], [4.34471, -8.03454, -2.19258], [4.13090, -9.75605, -1.88813], [5.09574, -8.76960, -0.77923]], "lowdin_charge": [-0.1329, -0.0927, -0.2112, -0.2597, -0.2890, -0.1250, -0.1604, -0.4135, -0.0768, -0.0639, -0.1271, -0.1786, -0.2162, 0.6656, -0.2743, -0.2434, 0.0469, 0.0828, 0.0865, 0.0850, 0.1200, 0.1061, 0.1159, 0.1474, 0.1122, 0.1017, 0.1053, 0.0873, 0.1278, 0.0797, 0.0779, 0.0744, 0.0574, 0.0833, 0.0834, 0.1019, 0.1185, 0.1264, 0.1143, -0.0735, -0.2786, -0.2083, 0.5567, -0.2191, -0.2357, -0.2874, -0.0755, -0.2096, -0.2607, -0.0719, 0.0759, 0.0610, 0.0703, 0.1007, 0.1136, 0.1036, 0.1152, 0.0749, 0.0754, 0.0734, 0.1113, 0.1195, 0.0743, 0.0817, 0.0696, -0.0779, -0.2731, -0.2077, 0.5586, -0.2234, -0.2290, -0.2800, -0.0723, -0.2089, -0.2559, -0.0703, 0.0725, 0.0799, 0.0689, 0.1105, 0.1192, 0.0907, 0.1180, 0.0659, 0.0763, 0.0768, 0.1125, 0.1204, 0.0755, 0.0835, 0.0693], "max_force_ev_per_a": 6.46, "charge": 0, "mol_weight_da": 613.7, "e_above_lowest_kcal_mol": 0.0, "smiles": "CNC[C@H]1[C@H](CCC(C)C)CCOS1(=O)=O.CCOP(=O)(OCC)OCC.CCOP(=O)(OCC)OCC", "multiplicity": 1, "total_energy_ha": -2871.4974}

=====

{"formula": "C23H55Cl8N3O6", "method": "wB97M-V/def2-TZVPD", "species": ["Cl", "C", "C", "Cl", "H", "H", "H", "H", "Cl", "C", "C", "Cl", "H", "H", "H", "H", "Cl", "C", "C", "Cl", "H", "H", "H", "H", "Cl", "C", "C", "Cl", "H", "H", "H", "H", "C", "C", "C", "O", "H", "H", "H", "H", "H", "H", "H", "H", "C", "C", "C", "O", "H", "H", "H", "H", "H", "H", "H", "H", "C", "C", "C", "O", "H", "H", "H", "H", "H", "H", "H", "H", "O", "C", "N", "C", "H", "H", "H", "H", "H", "O", "C", "N", "C", "H", "H", "H", "H", "H", "O", "C", "N", "C", "H", "H", "H", "H", "H"], "positions_angstrom": [[2.88825, -9.01726, 5.52575], [4.08683, -8.77327, 6.78073], [4.82966, -10.05849, 7.15618], [3.82013, -11.27092, 7.99154], [3.41628, -8.41138, 7.56015], [4.76552, -8.01453, 6.39111], [5.61281, -9.84092, 7.88242], [5.36157, -10.50079, 6.31384], [6.42103, -8.14601, 4.06538], [7.59380, -8.16040, 2.68660], [7.59766, -6.80053, 2.01197], [5.93523, -6.34449, 1.60222], [7.10917, -8.87317, 2.01937], [8.58608, -8.42571, 3.05142], [8.19723, -6.68586, 1.10894], [7.92121, -6.05431, 2.73761], [8.73391, -6.61034, 9.28406], [8.34295, -7.65071, 10.67696], [6.98501, -7.18899, 11.33962], [5.62740, -7.63463, 10.21756], [9.08781, -7.61251, 11.47185], [8.31500, -8.71188, 10.42951], [7.01704, -6.12412, 11.57012], [6.89373, -7.74766, 12.27110], [8.30465, -11.56399, 11.10471], [9.14624, -12.89896, 10.33423], [9.36465, -14.06384, 11.33756], [7.79291, -14.91497, 11.76505], [10.09543, -12.46364, 10.02175], [8.55618, -13.24175, 9.48428], [9.83831, -13.73811, 12.26366], [9.96632, -14.84859, 10.87903], [6.88347, -5.89142, 6.60894], [7.80336, -5.11642, 5.78705], [7.11624, -3.98717, 4.98172], [8.60828, -4.51462, 6.67591], [7.28656, -6.80584, 7.04420], [6.17260, -6.29893, 5.89013], [6.28732, -5.27020, 7.27736], [8.40286, -5.77166, 5.15510], [6.79460, -3.13064, 5.57417], [6.15778, -4.38518, 4.64849], [7.61247, -3.64399, 4.07392], [8.59836, -5.04955, 7.47300], [6.06324, -14.10939, 5.83345], [7.26204, -14.85480, 5.34007], [8.11183, -15.52602, 6.47478], [6.80451, -15.85686, 4.45683], [5.44439, -13.76240, 5.00597], [6.40583, -13.33986, 6.52523], [5.38598, -14.72932, 6.42092], [7.82552, -14.19224, 4.68310], [7.43416, -15.96361, 7.20785], [8.62995, -14.69833, 6.95912], [8.85336, -16.27805, 6.20516], [7.53976, -16.27604, 4.00373], [8.81175, -9.58624, 6.73755], [9.91040, -10.56167, 6.36372], [11.11385, -10.59959, 7.32913], [9.40559, -11.88100, 6.19834], [8.44090, -9.93231, 7.70233], [8.00547, -9.65199, 6.00701], [9.14299, -8.57035, 6.95287], [10.35240, -10.25991, 5.41415], [11.04256, -11.33619, 8.12940], [11.25549, -9.64037, 7.82706], [12.03891, -10.77911, 6.78130], [9.02912, -11.89005, 5.31528], [13.06987, -15.07503, 5.01202], [12.13306, -14.33404, 4.97758], [11.56134, -13.91550, 6.09048], [11.53732, -13.74627, 3.66223], [11.66258, -14.46464, 6.93210], [10.72476, -13.36062, 5.97945], [10.65814, -13.25962, 4.08448], [11.11290, -14.56635, 3.08305], [12.16536, -12.99040, 3.19072], [8.29434, -11.58175, 3.68527], [7.89701, -11.92397, 2.59774], [6.63265, -12.14759, 2.41497], [8.79109, -12.21975, 1.42310], [6.02218, -11.93962, 3.19226], [6.19374, -12.31208, 1.52032], [9.14933, -13.24166, 1.54750], [9.73512, -11.69475, 1.56906], [8.39829, -12.15342, 0.40851], [16.69489, -12.92723, 7.26695], [15.86325, -13.15852, 8.08006], [14.61638, -12.68129, 8.06707], [16.29672, -13.90368, 9.32454], [14.22588, -12.09655, 7.34203], [13.99267, -13.07194, 8.75880], [17.06296, -13.32852, 9.84430], [16.64331, -14.91293, 9.10230], [15.51306, -13.94565, 10.08100]], "lowdin_charge": [0.5433, -0.6873, -0.6633, 0.5345, 0.0531, 0.0210, 0.0411, 0.0569, 0.5830, -0.5958, -0.6551, 0.5295, 0.0489, 0.0777, 0.0730, 0.0429, 0.6129, -0.6328, -0.6015, 0.5136, 0.0681, 0.0211, 0.0642, 0.0660, 0.5077, -0.7053, -0.6453, 0.4401, 0.0225, 0.0532, 0.0480, 0.0260, -0.1353, -0.5658, -0.0306, -0.0438, 0.0408, 0.0155, 0.1082, 0.1266, 0.0813, 0.0655, 0.0710, -0.0003, -0.0647, -0.4970, -0.0433, -0.0749, 0.0722, 0.0781, 0.0832, 0.1119, 0.0741, 0.0478, 0.0683, 0.0785, -0.0562, -0.4791, -0.0728, -0.0878, 0.0728, 0.0406, 0.0571, 0.1243, 0.0477, 0.0639, 0.0558, 0.0199, 0.0317, -0.6471, 0.1698, -0.0028, 0.0848, 0.0446, 0.0353, 0.0729, 0.0783, 0.0194, -0.6444, 0.1898, -0.0255, 0.1171, 0.1118, 0.0747, 0.0792, 0.0727, 0.0443, -0.6720, 0.1601, -0.0502, 0.0956, 0.0457, 0.0774, 0.0790, 0.0430], "max_force_ev_per_a": 4.48, "charge": -1, "mol_weight_da": 753.3, "multiplicity": 2, "total_energy_ha": -5206.5836}

=====

Question: Among the records above, which one has the lowest charge?
Answer: C23H55Cl8N3O6